Below is a cluster of 6 separate species, H11O5S in total, with properties calculated with ωB97M-V with the def2-TZVPD basis set.

Output
- E_HOMO: -0.141 Eh
- Energy relative to the best compared isomer or geometry (same formula, charge and spin): 127.6 kJ/mol
- Net charge: -1
- 2S+1: 1
- HOMO-LUMO gap: 7.4 eV

Each atom is followed by the atoms it is bonded to, with distances in Å.
Atoms and positions in Å:
1 S -1.42441 0.17034 0.24407  H2 1.332
2 H -1.85117 1.34994 0.69304  S1 1.332
3 H -0.32123 -2.84592 1.26948  O5 0.961
4 H -0.18757 -3.21368 -0.22141  O5 0.947
5 O -0.43211 -3.55262 0.62784  H3 0.961, H4 0.947
6 H 2.34234 -0.46469 0.67221  O8 0.984
7 H 0.85064 -0.39897 0.69032  O8 0.986
8 O 1.56892 -1.06479 0.57315  H6 0.984, H7 0.986
9 H -0.37753 -0.68106 -1.84226  O11 0.979
10 H -0.28339 -0.35962 -3.27135  O11 0.936
11 O 0.23256 -0.27976 -2.49394  H9 0.979, H10 0.936
12 H 0.95911 1.96611 1.26832  O14 0.945
13 H 0.94742 2.07775 2.76352  O14 0.954
14 O 1.33588 1.58372 2.04559  H12 0.945, H13 0.954
15 H 0.54870 2.29159 -1.70486  O17 0.934
16 H -0.64136 2.09775 -0.78185  O17 0.982
17 O -0.11256 2.77519 -1.25627  H15 0.934, H16 0.982